Computed, not measured: a 4-piece molecular cluster, C12H30ClN2O4 overall, with the ωB97M-V functional and the def2-TZVPD basis.

Geometry as ORCA input:
```
! wB97M-V def2-TZVPD RIJCOSX def2/J DEFGRID3
* xyz -1 1
N -4.82369 0.57046 3.16589
C -3.83259 -0.57041 3.34097
O -3.82841 -1.17965 4.54555
C -2.76978 -1.09525 2.20868
C -1.99199 0.20049 1.57407
N -0.59234 0.43198 2.09869
Cl -0.53364 0.42487 3.82807
H -5.62948 0.25528 2.54910
H -5.19673 0.90529 4.08755
H -2.07672 -1.94090 2.62576
H -3.42044 -1.55962 1.32263
H -2.67748 1.15687 1.70701
H -1.90503 0.01628 0.40029
C 3.95018 0.79894 4.35140
C 4.44050 1.52685 3.10990
C 3.89507 2.94461 3.04698
O 4.02858 0.81039 1.94877
H 2.85724 0.71993 4.35331
H 4.34066 -0.22398 4.37712
H 4.26459 1.31699 5.26279
H 5.53564 1.55337 3.10727
H 2.80016 2.94173 3.00262
H 4.24619 3.45222 2.14213
H 4.20781 3.52705 3.91923
H 3.05732 0.78183 1.94279
C -2.45746 2.54667 -2.84030
C -1.61177 1.28576 -2.75972
C -1.78059 0.42487 -4.00144
O -1.99163 0.53504 -1.60935
H -3.52258 2.30008 -2.91429
H -2.33539 3.15041 -1.93470
H -2.17855 3.15440 -3.70675
H -0.55713 1.55696 -2.64050
H -2.82172 0.10300 -4.11665
H -1.17575 -0.48500 -3.92406
H -1.48139 0.96892 -4.90275
H -2.92686 0.28987 -1.70654
C 0.35119 -3.07220 -2.30784
C 1.12692 -2.47769 -3.47248
C 2.39106 -3.27209 -3.75953
O 1.47512 -1.12944 -3.16885
H 0.95046 -3.05929 -1.39053
H -0.54955 -2.48318 -2.10477
H 0.05478 -4.10480 -2.51700
H 0.49304 -2.45925 -4.36572
H 3.06272 -3.26627 -2.89371
H 2.94547 -2.82556 -4.59196
H 2.15588 -4.31069 -4.01224
H 2.03810 -1.13611 -2.37688
*
```

Values from the calculation:
**Calculated total energy**: -36620.1515 eV
**Maximum force**: 0.143 Eh/bohr
**Kohn-Sham gap**: 4.7 eV